(1)
A molecular structure, C39H63Cl3InNO4P3Si3 in a non-equilibrium geometry, computed with ωB97M-V/def2-TZVPD.

## Properties
2S+1: 1
Net charge: -1
Lowest unoccupied orbital energy, eV: 2.40
HOMO, eV: -5.10
Maximum force, eV/A: 1.90
Molar mass, g mol⁻¹: 1008.29

XYZ file:
```
117
Properties=species:S:1:pos:R:3:mulliken_charge:R:1
C -0.966 -4.506 0.083 -0.097
H 5.170 -0.173 -0.703 0.189
Cl 1.431 4.619 -0.237 -0.314
Cl 3.824 2.780 0.972 -0.290
H 1.219 -2.931 4.096 0.623
H 5.027 1.409 -1.423 0.207
C 0.835 -2.837 3.082 -1.260
H -4.277 -4.014 0.487 0.390
H 6.060 0.216 -2.163 0.448
H 1.602 -5.238 3.404 0.414
In 1.408 0.441 -0.085 2.635
C -2.096 -0.519 4.806 -1.133
P 1.315 -2.832 0.381 0.757
C -3.459 1.973 -1.599 -0.820
C 1.745 -3.552 2.084 0.301
H 5.242 -1.737 -3.927 0.484
H -5.441 2.657 -1.169 0.371
O 1.936 0.336 2.412 -0.145
H 1.484 -2.527 -2.384 -0.469
C -2.759 -2.517 0.647 0.253
C -1.187 0.107 2.650 0.496
C 5.113 0.353 -1.650 -1.056
H -2.658 -5.806 -0.093 0.434
C -2.411 0.559 0.039 -0.016
H -0.163 -3.273 3.043 0.222
H 4.600 -2.666 -2.594 0.289
Si -0.901 -0.337 0.812 -4.007
H 1.386 -6.001 -0.851 0.243
C -2.527 -1.344 -2.746 -1.520
H -0.364 4.892 4.427 0.244
H -2.689 3.406 3.622 0.371
H -3.164 2.078 -4.335 0.256
H 3.129 -3.487 -0.945 0.284
N 3.024 -0.205 2.168 0.273
H -3.591 0.224 1.789 0.385
H 4.128 1.399 -4.434 0.434
C 3.279 0.774 -4.185 -1.054
H -2.203 5.035 3.117 0.354
C -1.714 4.461 0.471 -1.523
H 3.055 0.163 -5.054 0.383
C 0.334 5.071 3.613 -1.906
C -2.378 1.187 -1.211 1.257
H 1.250 2.942 5.029 0.335
C -1.160 1.659 4.487 -0.205
O 3.722 -0.611 3.065 -0.778
H 1.989 2.038 3.711 0.095
Si 3.626 -0.324 -2.645 1.299
H -1.997 0.978 6.336 0.398
H 3.651 -2.453 -4.049 0.338
H -2.046 2.207 -5.686 0.490
C -2.237 1.688 -4.745 -1.621
H -2.042 -1.798 3.105 0.260
H 2.870 -5.750 0.068 0.321
H -2.581 -1.257 5.433 0.411
H -2.712 4.773 0.161 0.443
C -1.792 -0.820 3.491 0.438
H -3.417 2.540 -2.510 0.151
C -0.878 1.376 3.156 0.433
H 0.799 -5.499 1.855 0.182
H -0.157 5.651 2.837 0.293
C -0.489 -3.226 0.341 -0.078
H 1.961 -4.077 -3.071 0.667
H -1.136 5.342 0.733 0.243
H -2.388 0.635 -4.966 0.267
Cl 3.524 3.455 -2.218 -0.336
C 2.128 -3.941 -0.917 0.519
H -0.907 2.627 4.891 0.519
C -1.041 1.900 -3.814 0.571
C -2.627 4.095 2.784 -1.761
C -1.828 3.485 1.637 1.784
H -0.271 -5.291 -0.152 0.071
C -3.566 0.674 0.808 0.588
C -1.086 -0.848 -2.677 3.497
C 1.754 3.035 4.070 -1.441
C -0.809 3.383 -3.516 -1.313
H -0.772 -0.735 -4.834 0.325
H -2.409 2.632 1.271 -0.951
H 2.565 -5.570 1.981 0.386
H 0.407 -3.934 -2.242 0.259
H 2.778 -3.218 2.252 0.680
C -0.309 -1.168 -3.951 -1.806
H 0.072 3.502 -2.885 0.180
H -3.482 -1.743 0.858 0.462
O 2.269 -0.504 -1.849 -0.844
H -3.642 4.286 2.431 0.424
H 2.431 1.432 -4.017 0.008
C -4.605 2.059 -0.830 -1.067
H -0.583 -1.381 -1.857 -2.422
H 2.689 3.572 4.233 0.421
H -0.150 1.541 -4.351 0.380
H 2.910 -5.766 -1.687 0.508
C 1.445 -3.602 -2.238 -0.741
H 1.156 5.674 4.002 0.522
H -1.655 3.828 -2.996 0.171
C -1.404 -2.196 0.604 0.594
H -0.642 3.938 -4.440 0.523
H 0.758 -1.775 2.855 -0.094
H -3.022 -1.245 -1.784 0.300
H -2.529 -2.399 -3.018 0.465
C 2.324 -5.454 -0.820 -1.723
O 3.378 -0.323 0.987 -0.186
P -0.850 0.956 -2.190 0.413
C -2.316 -4.802 0.118 -1.055
C 1.673 -5.059 2.330 -1.444
H -0.267 -2.248 -4.091 0.459
C -3.220 -3.802 0.425 -0.938
H -5.569 1.413 0.973 0.369
C -1.769 0.727 5.308 -1.127
C -4.673 1.378 0.370 -1.104
H -1.232 3.978 -0.375 0.091
C 0.917 3.785 3.032 1.241
H 0.708 -0.795 -3.860 0.310
H -3.109 -0.797 -3.482 0.259
C 4.335 -1.956 -3.370 -1.544
H 1.623 4.109 2.259 0.133
P -0.176 2.620 1.993 1.031
Si 2.445 2.819 -0.565 0.666
```

---

(2)
A molecular structure, C39H64IN3OPS3V, computed with ωB97M-V/def2-TZVPD.

## Properties
2S+1: 4
Net charge: +1
Lowest unoccupied orbital energy (alpha / beta), eV: -1.59 / -1.61
HOMO (alpha / beta), eV: -9.24 / -9.78
Maximum force, eV/A: 0.31
Molar mass, g mol⁻¹: 895.98

XYZ file:
```
113
Properties=species:S:1:pos:R:3:mulliken_spin:R:1
C -2.021 -0.346 -2.703 -0.015
H 1.574 4.000 -3.414 0.000
C 3.392 1.631 2.578 -0.063
N 1.581 -2.022 -0.130 -0.019
H -4.038 -2.602 1.490 0.000
C 1.697 -5.558 0.383 0.000
C -2.915 -1.581 3.831 0.001
C 4.707 -0.312 -0.295 0.084
H -4.558 2.514 -0.904 0.000
H -4.988 -1.296 3.281 0.000
C -4.352 -0.097 -1.718 0.002
C -3.700 4.242 0.024 0.000
C -3.774 -2.097 -3.143 0.000
C 1.538 -3.109 0.594 0.005
H -1.413 -0.137 3.309 -0.001
H 3.143 2.777 4.358 0.002
H 0.455 -4.511 2.455 0.000
C -4.559 2.986 0.080 0.000
H 1.010 -6.277 0.834 0.000
N 1.038 -4.291 0.100 0.003
H -3.041 -1.196 4.845 0.000
C -2.871 0.318 -1.606 0.006
H -3.772 4.779 0.975 0.000
H -5.649 -1.757 -2.120 0.000
H -4.681 1.118 1.165 0.000
H -0.972 -0.171 -2.470 0.033
H 7.146 2.296 2.925 0.000
H -5.599 3.242 0.295 0.000
H 0.411 4.126 -0.578 -0.004
H -4.928 0.239 -0.857 0.000
H -0.429 -3.413 -1.084 0.001
N 1.954 -3.159 1.884 0.002
H 1.470 -2.268 -1.108 0.035
C 1.250 4.066 -1.271 0.008
V 1.620 0.177 -0.084 2.964
C -4.583 -1.589 -1.956 0.000
H -2.235 0.177 -3.642 -0.001
H -1.969 -2.399 -2.033 -0.002
H 0.107 4.803 -2.910 0.000
I 1.341 1.144 2.538 0.017
H 0.512 -0.448 -3.897 -0.001
C -1.709 2.931 0.839 -0.022
H -4.068 4.917 -0.751 0.000
C 1.341 -4.036 2.865 0.001
S 2.349 0.082 -2.541 0.009
H -4.314 -2.170 -1.069 0.000
H -2.271 1.290 2.060 0.001
C -1.537 -1.225 3.289 0.008
C -3.845 -1.524 1.482 0.001
H -1.633 4.776 -0.262 0.000
S 2.263 2.735 -0.583 -0.021
H -4.098 -1.587 -4.056 0.000
H 4.511 2.537 -1.200 0.000
H 0.834 -4.244 -2.019 0.000
C 0.798 1.656 -4.349 0.002
H -1.375 -2.858 1.926 -0.004
H -2.362 -2.024 0.026 -0.002
C 2.992 -2.291 2.406 0.026
C -2.293 -1.832 -2.910 -0.002
C 5.623 1.310 1.763 -0.020
C 3.733 0.299 0.471 0.045
H 2.586 -1.552 3.101 -0.006
H -3.954 0.072 2.952 0.000
H 3.486 -1.772 1.592 -0.007
C 5.212 2.665 3.730 -0.007
H -2.810 1.395 -1.792 -0.001
C -1.346 -1.764 1.874 -0.064
C 0.233 -4.276 -1.101 0.001
H 0.197 1.582 -5.257 0.001
H -0.681 2.637 0.626 0.011
H 1.048 -3.443 3.736 0.000
H -0.374 -5.180 -1.131 0.000
H 1.925 -0.086 -4.862 0.002
H -4.763 0.443 -2.578 -0.001
H 1.816 4.994 -1.166 0.000
H 3.722 -2.901 2.943 0.002
C -4.064 2.016 1.154 0.000
C -2.562 1.667 1.074 -0.003
H -0.750 -1.625 3.932 0.000
H -4.616 -1.091 0.845 0.000
H 1.623 2.328 -4.581 -0.001
C 6.547 0.695 0.883 0.033
H 4.406 -0.970 -1.108 -0.002
C 6.081 2.124 2.830 0.009
H 3.625 3.514 -2.356 0.001
H -2.159 3.411 -1.228 0.000
C -2.439 -1.337 0.876 -0.005
O -0.544 0.330 -0.180 0.018
H 2.083 -5.987 -0.545 0.001
C -3.997 -1.018 2.917 0.000
P -2.039 0.245 0.030 -0.018
C 1.324 0.268 -4.022 -0.001
C 3.600 1.377 -2.764 0.004
C 4.231 1.074 1.575 -0.094
H -4.221 2.495 2.126 0.000
H 6.800 -0.639 -0.752 -0.001
H 2.034 -4.809 3.205 0.000
H -1.687 3.481 1.786 -0.001
H 5.568 3.281 4.544 -0.001
C -2.246 3.871 -0.238 0.000
C 3.601 2.579 -1.795 -0.005
H 7.606 0.872 1.029 0.002
H -0.364 -1.494 1.486 0.072
H 2.536 -5.404 1.055 0.000
H 3.522 1.705 -3.800 -0.001
H 4.553 0.862 -2.667 -0.001
C 0.750 3.946 -2.704 0.003
H -3.954 -3.163 -3.294 0.000
S -0.200 2.441 -3.053 0.001
H -1.697 -2.197 -3.750 0.000
C 3.832 2.393 3.618 -0.004
H -3.011 -2.670 3.890 0.000
C 6.096 -0.132 -0.102 -0.017
```

---

(3)
A molecular structure, C39H67BN6OPPtS3, computed with ωB97M-V/def2-TZVPD.

## Properties
2S+1: 1
Net charge: +1
Lowest unoccupied orbital energy (alpha / beta), eV: -2.81 / -2.81
HOMO (alpha / beta), eV: -9.33 / -9.33
Maximum force, eV/A: 0.51
Molar mass, g mol⁻¹: 969.07

XYZ file:
```
119
Properties=species:S:1:pos:R:3:mulliken_charge:R:1
H 2.680 -0.087 -4.167 0.631
H -4.547 1.793 -0.636 0.449
C 2.992 -1.038 4.548 1.305
C -4.285 4.055 0.906 -1.744
H -1.609 4.451 1.077 0.538
H 3.047 -1.145 2.382 -0.081
H 4.456 0.514 4.735 0.499
H -1.965 4.481 -0.653 0.295
C -3.675 2.420 -0.822 -2.033
H -2.770 -0.925 4.539 -0.208
H -4.813 -4.157 1.601 0.541
H 0.399 -0.216 -5.285 0.063
C 3.861 0.590 -1.568 -2.229
H 2.996 1.045 3.895 0.157
H -0.807 -4.130 -0.788 0.459
H -3.386 -3.490 -1.144 0.217
H 3.418 -2.887 5.636 0.502
S -0.173 -2.611 1.455 -0.438
C -2.818 2.593 2.869 -0.335
H -0.494 1.127 -3.736 0.478
C -2.619 0.797 1.577 0.239
H -0.714 -2.249 -5.611 0.374
C -3.185 3.089 0.457 1.487
C -3.841 -2.537 2.721 -1.143
H -0.999 -3.267 -3.515 0.418
C 1.503 3.883 -4.356 -0.517
C -0.276 4.396 -2.667 -0.867
H 0.819 5.862 -3.817 0.476
H 3.903 3.366 -1.433 0.547
H 0.428 4.442 -1.833 0.326
N 1.502 -1.181 4.590 0.522
H -3.968 3.218 -1.505 0.550
C 3.599 -1.816 5.714 -2.273
C 3.788 0.291 -0.077 0.815
H 3.797 -0.321 -2.163 0.391
C 2.955 2.897 -1.152 -1.283
H -2.987 3.617 3.128 0.521
C -2.481 1.554 3.651 -1.285
N -0.627 -1.083 4.100 0.380
C -1.125 -5.012 -0.239 -2.356
C -0.836 2.985 -2.806 0.929
C -3.487 -4.541 -0.868 -1.518
H -1.092 5.075 -2.411 0.594
H -4.574 -2.058 3.341 0.653
H 4.535 -0.461 0.187 0.755
H 5.000 1.963 0.498 0.451
O 0.332 1.093 -0.761 -0.151
Pt -0.108 -0.538 0.575 1.250
H -1.123 -5.863 -0.919 0.638
H -1.688 3.019 -3.492 0.792
C -0.182 -1.420 -2.752 0.795
H 2.171 3.615 -1.394 -0.024
H 1.332 -2.558 6.243 0.525
H 1.759 -1.215 -1.873 0.564
H -2.323 1.504 4.712 0.647
H 1.966 2.264 0.647 -0.301
C -1.856 -2.887 1.833 0.076
H 0.717 -3.317 -3.175 0.385
H -3.234 -5.152 -1.734 0.471
C 0.836 -2.009 5.469 -0.261
H -2.915 1.812 -1.298 0.241
H -0.947 -0.765 -3.179 0.313
C 0.938 2.480 -4.568 -1.707
H -1.317 -2.424 5.618 0.640
H -0.521 -1.665 -1.741 -0.967
C -3.955 -3.572 1.868 -0.523
P 1.089 1.006 -2.090 0.847
N -2.708 -3.794 1.310 0.663
H -2.863 -7.003 0.238 0.452
H -3.967 -6.179 1.331 0.398
C -2.943 -6.195 0.963 -1.650
H 2.805 -0.130 0.173 -0.901
H 2.281 3.877 -3.590 0.126
H 1.980 4.214 -5.281 0.437
N -2.362 0.441 2.854 0.508
H -4.004 4.666 1.759 0.443
C -0.076 -2.690 -3.592 -0.960
H -4.500 4.735 0.084 0.473
N -2.531 -2.122 2.703 0.019
H 3.024 1.890 -3.046 0.980
S -2.522 -0.251 0.196 -0.410
S 0.942 0.482 2.453 -0.200
C 3.370 0.433 4.710 -1.451
H -2.278 -6.416 1.798 0.382
H -4.530 -4.732 -0.619 0.410
H 0.243 2.522 -5.413 0.693
H 4.576 -1.534 3.181 0.494
H 2.978 0.822 5.650 0.392
H -1.061 3.123 0.047 0.182
C -1.871 3.833 0.219 -1.413
H 4.842 1.025 -1.788 0.586
H -0.333 4.922 -4.751 0.408
H 1.728 1.791 -4.869 0.299
H 3.247 -2.702 3.195 0.410
N -2.926 2.121 1.575 0.247
C -0.474 -1.941 5.163 -1.439
C 1.195 -0.723 -2.676 -0.393
H -5.200 3.513 1.148 0.420
H 3.141 3.549 0.886 0.552
C 1.983 -0.908 -3.999 -1.250
C 1.055 -1.084 -5.198 -0.777
C 4.001 1.572 0.721 -0.989
H 3.238 -1.456 6.678 0.490
C 3.493 -1.641 3.238 -1.108
C 0.594 -0.632 3.748 -0.320
H 4.677 -1.664 5.687 0.460
C 2.955 2.617 0.348 -0.046
C 0.144 1.937 -3.365 0.450
C -2.545 -4.881 0.291 1.530
H 3.968 1.372 1.793 0.200
H 2.605 -1.803 -3.906 0.543
H -1.217 2.633 -1.848 -1.742
C 0.408 4.860 -3.947 -1.302
C 2.811 1.624 -2.007 0.512
C 0.221 -2.365 -5.061 -1.050
B -2.078 -0.908 3.556 0.451
H -0.404 -5.208 0.552 0.411
H 1.641 -1.114 -6.117 0.564
H 0.750 -3.202 -5.519 0.312
```

---

Which of these has the lowest maximum force?
C39H64IN3OPS3V

---

Which formula does entry 2 have?
C39H64IN3OPS3V